<a>
This record from the Open Molecules 2025 dataset describes a single C5H12N2O2 molecule. The level of theory is ωB97M-V with the def2-TZVPD basis set.

XYZ file:
```
21
Properties=species:S:1:pos:R:3:nbo_charge:R:1
C -1.00 -1.50 -0.96 -0.594
C -0.29 0.85 -1.56 -0.612
C 1.40 -1.05 -1.61 -0.609
C -0.40 1.70 3.17 -0.269
C 0.16 -0.49 -0.94 0.071
N -0.36 0.69 1.15 -0.077
N 0.45 -0.30 0.46 0.294
O 1.22 -1.04 1.03 -0.383
O -0.01 0.50 2.52 -0.392
H -1.60 -1.32 -1.78 0.211
H -0.70 -2.51 -1.09 0.215
H -1.53 -1.44 -0.06 0.227
H -0.86 0.66 -2.42 0.210
H 0.51 1.47 -1.87 0.215
H -0.94 1.45 -0.93 0.246
H 1.65 -1.97 -1.02 0.237
H 1.26 -1.30 -2.60 0.217
H 2.26 -0.42 -1.47 0.219
H -1.46 1.95 2.93 0.193
H 0.18 2.51 2.78 0.175
H 0.05 1.56 4.27 0.207
```

As for the highest occupied orbital energy (spin up / spin down): -8.57 / -8.56 eV. Its structure (SMILES) is CO/N=[N+](\[O-])C(C)(C)C. Its orbital gap (spin up / spin down) is 0.3342 / 0.3329 hartree. Its total charge is 0. The lowest unoccupied orbital energy (spin up / spin down) is 0.52 / 0.50 eV.


<b>
This record from the Open Molecules 2025 dataset describes 2 unconnected molecules or ions with the total composition C5H12N2O2. The level of theory is ωB97M-V with the def2-TZVPD basis set.

XYZ file:
```
21
Properties=species:S:1:pos:R:3:nbo_charge:R:1
C -0.59 1.77 0.46 -0.433
C -1.95 -0.25 -1.23 -0.737
N -0.48 0.34 0.69 -0.171
C -1.38 -0.64 0.10 0.700
O -0.23 0.06 2.05 -0.571
O -1.73 -1.57 0.82 -0.600
H -0.71 -0.79 2.16 0.490
H -0.30 1.98 -0.57 0.245
H -1.61 2.11 0.65 0.193
H 0.09 2.27 1.15 0.232
H -2.64 0.58 -1.10 0.245
H -1.15 0.05 -1.90 0.274
H -2.49 -1.11 -1.63 0.246
C 2.30 -0.93 0.44 -0.692
C 1.19 -0.45 -0.45 0.216
N 1.29 0.39 -1.41 -0.787
H 2.24 0.68 -1.60 0.344
H 0.42 -1.32 -0.63 0.127
H 1.91 -1.34 1.37 0.233
H 2.98 -0.11 0.69 0.215
H 2.85 -1.72 -0.06 0.233
```

As for the highest occupied orbital energy: -8.35 eV. Its structure (SMILES) is CC(=O)N(C)O.[H]/N=C\C. Its orbital gap is 0.3400 hartree. Its total charge is 0. The lowest unoccupied orbital energy is 0.91 eV.


Stability, highest: <b>


<a>
This record from the Open Molecules 2025 dataset describes 2 unconnected molecules or ions with the total composition C5H12N2O2. The level of theory is ωB97M-V with the def2-TZVPD basis set.

XYZ file:
```
21
Properties=species:S:1:pos:R:3:nbo_charge:R:1
C 1.93 -0.59 1.86 0.306
C -0.11 0.72 0.53 0.462
N -1.19 0.62 1.33 -0.812
O 2.24 -1.22 0.87 -0.625
N 0.94 1.31 0.96 -0.759
H 1.64 -0.58 -0.91 0.501
H -2.05 0.25 1.01 0.394
H -1.16 1.12 2.20 0.405
H 1.67 1.36 0.25 0.371
H 1.02 -0.82 2.44 0.112
H 2.60 0.14 2.33 0.129
C -0.76 -1.38 -0.72 -0.632
C -1.09 0.90 -1.77 -0.608
C -0.21 0.05 -0.85 0.177
O 1.07 0.01 -1.44 -0.726
H -1.81 -1.39 -0.43 0.197
H -0.18 -1.93 0.02 0.229
H -0.66 -1.88 -1.68 0.227
H -1.14 0.44 -2.75 0.222
H -2.10 0.99 -1.37 0.202
H -0.66 1.89 -1.87 0.225
```

As for the highest occupied orbital energy: -9.34 eV. Its structure (SMILES) is [H]/N=C(/N)C(C)(C)O.C=O. Its orbital gap is 0.3716 hartree. Its total charge is 0. The lowest unoccupied orbital energy is 0.77 eV.


<b>
This record from the Open Molecules 2025 dataset describes 3 unconnected molecules or ions with the total composition C5H12N2O2. The level of theory is ωB97M-V with the def2-TZVPD basis set.

XYZ file:
```
21
Properties=species:S:1:pos:R:3:nbo_charge:R:1
C 0.13 3.01 0.58 0.487
C 1.19 3.30 -0.42 -0.736
O -0.78 2.23 0.43 -0.571
C 1.79 0.53 1.13 0.056
N 2.23 1.13 2.00 -0.362
H -0.66 0.76 -0.40 0.508
H 0.17 3.64 1.49 0.129
H 1.17 2.58 -1.23 0.233
H 2.16 3.28 0.07 0.252
H 1.04 4.30 -0.82 0.246
C -0.44 -2.41 -0.40 -0.234
C -1.35 -3.54 0.07 -0.614
N -1.18 -1.16 -0.38 -0.333
O -0.34 -0.10 -0.86 -0.653
H 1.18 0.07 0.31 0.270
H -1.96 -1.23 -1.04 0.331
H 0.40 -2.30 0.30 0.186
H -0.03 -2.64 -1.39 0.170
H -0.78 -4.46 0.14 0.217
H -2.17 -3.69 -0.63 0.201
H -1.77 -3.30 1.05 0.217
```

As for the highest occupied orbital energy: -9.04 eV. Its structure (SMILES) is CC=O.CCNO.C#N. Its orbital gap is 0.3660 hartree. Its total charge is 0. The lowest unoccupied orbital energy is 0.92 eV.


Stability, highest: <a>


<a>
This record from the Open Molecules 2025 dataset describes a single C21H23N3O4 molecule. The level of theory is ωB97M-V with the def2-TZVPD basis set.

XYZ file:
```
51
Properties=species:S:1:pos:R:3:nbo_charge:R:1
C 2.05 3.45 0.24 -0.243
O 3.21 2.79 0.69 -0.543
C 3.10 1.39 0.59 -0.063
C 4.40 0.75 1.09 -0.245
C 5.61 1.16 0.24 -0.404
C 5.58 0.51 -1.15 -0.410
C 5.39 -1.00 -1.02 -0.225
N 4.20 -1.29 -0.24 -0.412
C 3.09 -1.68 -0.89 0.642
O 3.07 -1.95 -2.08 -0.615
C 1.81 -1.78 -0.12 0.057
N 1.67 -2.11 1.14 -0.123
O 0.35 -2.12 1.41 -0.255
C -0.34 -1.79 0.31 0.298
C 0.54 -1.57 -0.71 -0.308
H 0.33 -1.29 -1.72 0.255
C -1.82 -1.72 0.39 -0.117
O -2.22 -0.48 -0.16 -0.484
C -3.55 -0.19 -0.21 0.307
C -4.56 -0.99 0.25 -0.318
C -5.90 -0.56 0.14 0.003
C -6.99 -1.34 0.59 -0.175
C -8.26 -0.86 0.45 -0.255
C -8.44 0.41 -0.14 0.045
N -7.46 1.16 -0.56 -0.398
C -6.20 0.70 -0.44 0.110
C -5.13 1.50 -0.90 -0.172
C -3.84 1.07 -0.79 -0.228
H -3.01 1.67 -1.13 0.226
H -5.37 2.46 -1.34 0.230
H -9.43 0.82 -0.26 0.191
H -9.11 -1.42 0.78 0.220
H -6.80 -2.31 1.03 0.212
H -4.37 -1.95 0.69 0.214
H -2.12 -1.80 1.44 0.204
H -2.27 -2.55 -0.17 0.202
C 4.28 -0.78 1.10 -0.231
H 5.18 -1.20 1.57 0.200
H 3.41 -1.11 1.67 0.251
H 6.25 -1.45 -0.52 0.190
H 5.27 -1.46 -2.01 0.247
H 4.76 0.92 -1.74 0.204
H 6.51 0.72 -1.67 0.216
H 5.62 2.25 0.14 0.228
H 6.52 0.86 0.76 0.199
H 4.56 1.10 2.11 0.219
H 2.89 1.09 -0.44 0.161
H 2.26 1.04 1.22 0.169
H 1.18 3.17 0.84 0.165
H 2.24 4.52 0.36 0.195
H 1.85 3.23 -0.81 0.164
```

As for the highest occupied orbital energy: -8.69 eV. Its structure (SMILES) is COC[C@@H]1CCCN(C(=O)c2cc(COc3ccc4ncccc4c3)on2)C1. Its orbital gap is 0.3285 hartree. Its total charge is 0. The lowest unoccupied orbital energy is 0.24 eV.


<b>
This record from the Open Molecules 2025 dataset describes a single C21H23N3O4 molecule. The level of theory is ωB97M-V with the def2-TZVPD basis set.

XYZ file:
```
51
Properties=species:S:1:pos:R:3:nbo_charge:R:1
C -0.94 4.60 5.35 -0.249
O -2.06 4.01 4.73 -0.533
C -1.80 3.31 3.54 -0.048
C -1.07 1.96 3.75 -0.259
C 0.42 2.04 3.42 -0.406
C 1.08 0.68 3.62 -0.226
N 0.43 -0.32 2.79 -0.409
C 1.12 -0.85 1.76 0.649
O 2.29 -0.58 1.54 -0.618
C 0.44 -1.83 0.86 0.051
N -0.67 -2.49 1.06 -0.124
O -0.87 -3.30 0.00 -0.264
C 0.14 -3.13 -0.88 0.279
C 1.01 -2.21 -0.39 -0.309
H 1.92 -1.84 -0.82 0.262
C 0.12 -3.93 -2.14 -0.113
O 0.78 -3.28 -3.20 -0.494
C 0.24 -2.13 -3.69 0.392
C -0.92 -1.54 -3.27 -0.310
C -1.38 -0.35 -3.85 -0.198
C -0.69 0.26 -4.86 -0.192
C 0.51 -0.31 -5.32 -0.088
C 1.29 0.25 -6.35 0.082
N 2.41 -0.26 -6.80 -0.412
C 2.85 -1.39 -6.24 0.010
C 2.20 -2.05 -5.23 -0.220
C 0.99 -1.51 -4.74 -0.104
H 2.59 -2.96 -4.80 0.229
H 3.78 -1.76 -6.65 0.196
H 0.96 1.17 -6.83 0.187
H -1.04 1.17 -5.31 0.215
H -2.31 0.08 -3.49 0.218
H -1.52 -1.98 -2.48 0.219
H 0.68 -4.86 -2.00 0.225
H -0.92 -4.19 -2.40 0.201
C -0.97 -0.47 3.09 -0.233
H -1.40 -1.25 2.47 0.257
C -1.70 0.86 2.88 -0.401
H -2.75 0.74 3.13 0.215
H -1.63 1.15 1.83 0.200
H -1.06 -0.77 4.14 0.189
H 2.14 0.72 3.33 0.250
H 1.01 0.37 4.66 0.189
H 0.92 2.77 4.06 0.214
H 0.55 2.35 2.38 0.205
H -1.20 1.68 4.80 0.207
H -2.79 3.13 3.11 0.188
H -1.22 3.94 2.85 0.160
H -0.38 5.21 4.63 0.164
H -0.27 3.85 5.78 0.160
H -1.33 5.23 6.14 0.195
```

As for the highest occupied orbital energy: -8.40 eV. Its structure (SMILES) is COCC1CCN(C(=O)c2cc(COc3cccc4cnccc34)on2)CC1. Its orbital gap is 0.3216 hartree. Its total charge is 0. The lowest unoccupied orbital energy is 0.35 eV.


Stability, highest: <a>


<a>
This record from the Open Molecules 2025 dataset describes 3 unconnected molecules or ions with the total composition C3H9NO4. The level of theory is ωB97M-V with the def2-TZVPD basis set.

XYZ file:
```
17
Properties=species:S:1:pos:R:3:nbo_charge:R:1
C 0.09 -2.36 -0.70 0.536
N -1.00 -1.57 -0.58 -0.604
C -0.79 -0.16 -0.28 -0.338
C -2.00 0.61 -0.72 0.440
O -2.56 0.37 -1.75 -0.514
O 1.21 -2.04 -0.35 -0.632
H -0.13 -3.34 -1.14 0.121
H -1.75 -1.78 -1.22 0.409
H 0.09 0.16 -0.82 0.218
H -0.66 0.00 0.80 0.233
H -2.36 1.37 -0.01 0.129
H 1.14 2.60 1.09 0.480
H 0.94 2.69 2.58 0.472
O 0.44 2.63 1.76 -0.951
H 2.08 0.42 -0.21 0.469
H 2.67 -0.25 0.97 0.484
O 2.60 0.63 0.58 -0.952
```

As for the highest occupied orbital energy: -10.55 eV. Its structure (SMILES) is O=CCNC=O.O.O. Its orbital gap is 0.4089 hartree. Its total charge is 0. The lowest unoccupied orbital energy is 0.58 eV.


<b>
This record from the Open Molecules 2025 dataset describes 3 unconnected molecules or ions with the total composition C3H9NO4. The level of theory is ωB97M-V with the def2-TZVPD basis set.

XYZ file:
```
17
Properties=species:S:1:pos:R:3:nbo_charge:R:1
C -2.83 0.18 1.25 -0.257
O -0.89 0.07 -1.44 0.060
O -1.56 0.63 0.89 -0.659
O -1.38 1.26 -1.41 -0.191
H -1.56 1.33 -0.23 0.453
H -3.41 -0.18 0.39 0.153
H -2.76 -0.62 2.00 0.184
H -3.41 1.00 1.71 0.167
C 1.22 -0.96 0.24 -0.733
C 1.84 -0.16 -0.87 0.681
N 3.15 0.14 -0.75 -0.805
O 1.21 0.23 -1.86 -0.589
H 3.60 0.69 -1.47 0.406
H 3.70 -0.17 0.04 0.394
H 0.45 -0.35 0.72 0.285
H 1.95 -1.30 0.97 0.206
H 0.70 -1.81 -0.20 0.244
```

As for the highest occupied orbital energy (spin up / spin down): -9.78 / -9.12 eV. Its orbital gap (spin up / spin down) is 0.3232 / 0.2472 hartree. Its total charge is 0. The lowest unoccupied orbital energy (spin up / spin down) is -0.98 / -2.39 eV.


<c>
This record from the Open Molecules 2025 dataset describes a single C3H9NO4 molecule. The level of theory is ωB97M-V with the def2-TZVPD basis set.

XYZ file:
```
17
Properties=species:S:1:pos:R:3:nbo_charge:R:1
C 1.28 -0.29 -0.04 0.743
C -1.18 0.05 -0.27 0.226
C 0.11 0.80 -0.40 -0.460
N -1.49 -0.29 1.07 -0.851
O 1.19 -1.33 -0.96 -0.741
O 1.20 -0.76 1.26 -0.766
O 2.49 0.37 -0.20 -0.730
O -2.17 1.15 -0.74 -0.784
H 1.92 -1.95 -0.81 0.480
H 0.26 -0.85 1.50 0.509
H 3.08 0.13 0.53 0.485
H -2.05 1.36 -1.67 0.466
H -1.21 -0.82 -0.93 0.200
H -2.35 -0.84 1.12 0.386
H -1.62 0.55 1.62 0.382
H 0.21 1.60 0.33 0.225
H 0.33 1.11 -1.41 0.230
```

As for the highest occupied orbital energy: -10.02 eV. Its structure (SMILES) is N[C@@H](O)CC(O)(O)O. Its orbital gap is 0.3946 hartree. Its total charge is 0. The lowest unoccupied orbital energy is 0.72 eV.


Stability, highest: <c>


<a>
This record from the Open Molecules 2025 dataset describes a single CHN3O3 molecule. The level of theory is ωB97M-V with the def2-TZVPD basis set.

XYZ file:
```
8
Properties=species:S:1:pos:R:3:nbo_charge:R:1
C 0.13 0.13 0.15 0.652
H -2.89 0.32 0.25 0.493
N -1.08 0.56 -0.04 -0.250
N 2.25 0.33 -0.26 0.123
N 1.95 -0.90 -0.13 0.117
O -2.11 -0.45 -0.23 -0.547
O 1.08 1.08 0.07 -0.303
O 0.66 -1.06 0.19 -0.285
```

As for the highest occupied orbital energy: -9.67 eV. Its structure (SMILES) is ON=c1onno1. Its orbital gap is 0.3510 hartree. Its total charge is 0. The lowest unoccupied orbital energy is -0.12 eV.


<b>
This record from the Open Molecules 2025 dataset describes a molecular structure, CHN3O3. The level of theory is ωB97M-V with the def2-TZVPD basis set.

XYZ file:
```
8
Properties=species:S:1:pos:R:3:nbo_charge:R:1
C 2.43 -0.62 -0.10 0.335
N 3.40 -1.13 -0.31 -0.328
N 1.01 0.12 0.81 0.067
N 0.97 1.35 0.14 0.590
O 1.87 2.07 0.12 -0.266
O -0.13 1.68 -0.29 -0.402
O -0.24 -0.51 0.65 -0.488
H -0.75 0.25 0.19 0.491
```

As for the highest occupied orbital energy (spin up / spin down): -11.93 / -11.93 eV. Its orbital gap (spin up / spin down) is 0.3556 / 0.3556 hartree. Its total charge is 0. The lowest unoccupied orbital energy (spin up / spin down) is -2.26 / -2.26 eV.


Stability, highest: <a>